# 1
Entry from the OMol25 dataset: a 4-piece molecular cluster, C3H16NO3 overall at a distorted geometry (ωB97M-V with the def2-TZVPD basis set).

Structure (XYZ):
```
23
Properties=species:S:1:pos:R:3:forces:R:3
C 0.63645 0.32672 -1.19008 1.68 -1.75 -0.82
C -0.91159 0.13878 -1.29875 0.62 -1.50 1.51
C -1.22516 0.16529 -2.76103 0.61 2.28 -0.38
N 1.13607 0.20229 0.28488 1.23 2.42 -1.34
H 1.28760 -0.44089 -1.78716 -1.67 0.75 1.22
H 1.01695 1.24258 -1.72203 -0.70 -0.28 1.28
H -1.35773 0.91586 -0.68437 -0.33 0.26 -0.20
H -1.29442 -0.84111 -0.83107 1.04 1.21 -0.54
H -2.15589 -0.19460 -3.12324 -0.61 -0.97 0.07
H -1.24262 1.21303 -3.09913 0.11 -0.07 0.09
H -0.34724 -0.22923 -3.23445 -0.08 -0.78 -0.88
H 1.99527 -0.35703 0.42080 -0.29 -0.33 -0.67
H 1.46349 1.16029 0.61908 -1.14 -1.49 -0.20
H 0.40787 -0.18315 0.90015 -0.23 0.37 0.61
H -1.14693 0.36505 2.69629 1.55 -1.16 -0.83
H 0.08489 -0.51568 3.19145 0.88 -0.64 1.67
O -0.33878 -0.23752 2.41414 -2.33 1.57 -0.76
H 4.12683 -1.95475 0.02836 2.89 0.53 -0.86
H 3.04458 -2.67412 0.55081 -0.43 3.24 -1.06
O 3.24621 -1.70624 0.15670 -2.47 -3.78 1.95
H -2.70445 2.02168 2.72177 -0.68 0.76 0.56
H -3.17606 0.48568 3.13014 1.10 2.07 -1.08
O -2.54534 1.09709 2.61674 -0.75 -2.71 0.66
```
Forces are in eV/Å.

As for the charge: +1. For the LUMO energy, the calculation gives -2.77 eV. As for the total energy: -404.116058 a.u. The highest occupied orbital energy comes out at -14.84 eV. For the energy relative to the best compared isomer or geometry (same formula, charge and spin), the calculation gives 30.1 kcal/mol. The molecular weight is 114.2 g mol⁻¹.

Formally, the Löwdin partial charges of the atoms, in units of the elementary charge, are as follows:
1. C -0.15
2. C -0.25
3. C -0.11
4. N 0.15
5. H 0.15
6. H 0.14
7. H 0.10
8. H 0.14
9. H 0.07
10. H 0.09
11. H 0.07
12. H 0.09
13. H 0.19
14. H 0.07
15. H 0.05
16. H 0.03
17. O -0.09
18. H 0.01
19. H 0.16
20. O -0.07
21. H 0.06
22. H 0.14
23. O -0.04

=====

# 2
Entry from the OMol25 dataset: C3H6O3Y as an isolated structure at a distorted geometry (ωB97M-V with the def2-TZVPD basis set).

Structure (XYZ):
```
13
Properties=species:S:1:pos:R:3:forces:R:3
C -1.46180 -0.18304 -0.31494 -0.52 -1.08 1.99
C -0.33335 -1.05108 0.05003 -2.20 -0.67 3.78
O 0.82953 -0.20368 -0.05178 0.37 2.14 0.29
C 1.99121 -0.50128 -0.60417 0.02 -2.47 -0.58
O 2.60075 0.67320 -0.50978 0.12 2.14 0.62
Y 0.94401 2.07292 0.32976 -1.27 -1.57 0.80
H -2.41315 -0.68592 -0.12024 0.05 0.13 0.15
H -1.51240 0.18543 -1.34205 0.26 1.63 0.29
H -0.19314 -1.94755 -0.55625 0.06 -0.26 0.48
H 3.53150 0.66159 -0.77675 0.80 -0.20 -0.42
H -0.72380 -0.95848 1.37890 2.26 -2.07 -3.81
O -1.22686 0.71011 1.20881 0.82 1.84 -4.16
H -2.03250 1.22778 1.30847 -0.77 0.44 0.57
```
Forces are in eV/Å.

As for the charge: +3. For the LUMO energy, the calculation gives -16.22 eV. As for the total energy: -380.511672 a.u. The highest occupied orbital energy comes out at -23.44 eV. For the energy relative to the best compared isomer or geometry (same formula, charge and spin), the calculation gives 54.2 kcal/mol. The molecular weight is 179.0 g mol⁻¹.

Formally, the Löwdin partial charges of the atoms, in units of the elementary charge, are as follows:
1. C 0.05
2. C -0.12
3. O -0.24
4. C 0.05
5. O -0.02
6. Y 2.40
7. H 0.16
8. H 0.15
9. H 0.18
10. H 0.19
11. H 0.28
12. O -0.18
13. H 0.10

=====

# 3
Entry from the OMol25 dataset: C15H40Mn2N2O13S3 as an isolated structure at a distorted geometry (ωB97M-V with the def2-TZVPD basis set).

Structure (XYZ):
```
75
Properties=species:S:1:pos:R:3:forces:R:3
Mn 1.08966 2.25444 0.38728 -0.16 -1.73 -0.07
Mn 0.52524 0.44153 -2.77810 1.50 -0.16 1.14
N 3.38501 1.54694 -1.83234 4.39 -0.90 -1.66
O 4.58054 1.61675 -2.07168 -0.67 0.51 0.62
O 2.69797 0.87776 -2.58571 -3.48 -1.98 -2.96
O 2.88889 2.02350 -0.84738 -2.03 2.64 3.93
O 0.34330 0.67299 -0.75666 -0.05 -0.37 -1.16
H -0.30640 -0.05104 -0.84726 0.10 0.77 1.26
C 2.96820 -1.24328 2.45283 0.07 -0.65 0.53
C 2.44758 -0.15154 1.53670 0.99 -0.16 -0.26
N 1.97612 1.10620 2.14924 -0.61 0.19 -2.90
C 3.02553 1.80602 2.88759 0.35 -0.39 1.17
C 4.28791 2.27768 2.18874 0.70 -0.43 -1.13
C 0.85482 0.73430 2.96030 -1.82 1.12 1.19
C 0.17982 1.91606 3.64300 -0.53 0.08 1.92
H 3.69439 -1.01513 3.23301 0.13 0.41 -0.26
H 3.42109 -1.99890 1.81094 0.04 0.01 0.00
H 2.15387 -1.74975 2.97093 -0.10 -0.02 0.00
H 3.22266 0.13859 0.82736 -0.12 -0.27 -0.20
H 1.60940 -0.63939 1.03915 0.07 0.56 -0.47
H 2.56393 2.67889 3.34925 0.05 -0.20 0.21
H 3.20327 1.02404 3.62584 0.88 0.70 0.85
H 4.93333 1.54674 1.70165 -0.57 -0.81 -0.08
H 4.09320 2.96814 1.36811 -0.20 0.36 0.18
H 5.05943 2.70351 2.83024 -0.74 0.46 0.57
H 1.10098 0.00261 3.72979 0.41 0.12 0.21
H 0.08783 0.22577 2.37616 0.18 -0.01 -0.58
H -0.67298 1.55177 4.21582 -0.24 -0.39 -0.14
H -0.25912 2.78332 3.14977 0.46 -0.21 -0.91
H 0.76256 2.31840 4.47164 0.43 0.06 -0.20
O 0.84655 -1.69267 -2.30423 -0.61 1.29 -0.97
S 1.26872 -2.89726 -1.66645 3.79 -4.05 3.13
O 1.49008 -4.11713 -2.42003 -1.37 1.96 0.56
O 2.75762 -2.68971 -0.85459 -4.04 0.25 0.07
C 3.93547 -2.78050 -1.59053 2.76 1.06 0.35
C 5.13694 -2.37159 -0.65251 -0.80 -0.38 -0.45
C 0.34023 -3.15415 -0.07236 -0.21 -0.26 -0.01
H 3.88873 -2.05386 -2.40165 0.13 -0.28 -0.32
H 4.23036 -3.78282 -1.90117 -0.83 -0.07 -0.41
H 5.42474 -3.20966 -0.01776 0.14 -0.15 -0.28
H 4.96651 -1.56115 0.05618 -0.33 0.34 -0.45
H 5.93302 -2.10190 -1.34649 0.24 -0.06 0.34
H 0.89274 -3.81109 0.59941 0.70 0.21 -0.43
H -0.61163 -3.68254 -0.12572 -0.06 0.11 -1.08
H 0.12275 -2.23018 0.46344 0.41 0.30 -0.44
O -4.11288 0.06126 -2.07347 2.96 -1.00 -0.41
S -2.90016 -0.62170 -2.54213 -1.72 -1.46 -0.49
O -1.60057 0.05805 -2.69505 -1.09 -0.29 0.53
O -2.56014 -2.01370 -1.61916 -1.00 2.70 -1.74
C -3.69284 -2.49618 -0.85999 -0.12 -3.03 2.93
C -3.96826 -4.06564 -0.84600 -0.52 0.70 -2.46
C -3.20794 -1.44632 -4.11962 0.06 -0.16 0.38
H -4.69369 -2.07105 -0.93509 0.60 0.89 -0.67
H -3.33040 -2.39852 0.16335 -0.31 0.79 0.16
H -4.56250 -4.37212 0.01485 0.83 0.21 0.52
H -3.14792 -4.71158 -1.15890 0.40 0.14 0.91
H -4.68645 -4.31934 -1.62570 -0.15 0.29 -0.44
H -4.05070 -1.11807 -4.72799 0.05 0.67 0.45
H -3.44080 -2.46315 -3.80350 0.34 -0.10 -0.34
H -2.27100 -1.34323 -4.66699 -0.16 -0.40 -0.02
O -1.16279 2.24675 0.79513 -0.21 -0.17 0.02
S -2.59719 2.51413 0.83672 -0.63 3.70 0.10
O -3.03268 3.55536 1.79581 0.62 -2.81 -2.28
O -2.88036 3.02140 -0.73899 0.12 -0.25 2.57
C -4.13655 3.73650 -1.00906 -1.60 -0.22 -0.53
C -4.20304 5.24763 -1.20740 1.83 0.57 0.29
C -3.51006 0.94886 1.03310 0.85 0.93 -0.31
H -4.93315 3.43262 -0.32994 0.31 -0.20 0.44
H -4.44859 3.30219 -1.95886 0.24 -0.10 -0.05
H -4.22580 5.94109 -0.36675 -0.76 -0.73 0.67
H -5.00646 5.48576 -1.90449 0.12 -0.08 0.07
H -3.25009 5.61181 -1.59128 0.04 -0.27 -0.93
H -3.45109 0.45868 0.06132 -0.37 0.13 0.15
H -4.51176 1.22932 1.35868 0.06 -0.22 -0.13
H -2.96502 0.35846 1.76962 -0.12 0.23 0.17
```
Forces are in eV/Å.

As for the charge: +2. As for the expectation value of S²: 30.01. For the LUMO energy (spin up / spin down), the calculation gives -6.33 / -6.64 eV. As for the total energy: -5178.983638 a.u. The highest occupied orbital energy (spin up / spin down) comes out at -15.18 / -15.47 eV. For the energy relative to the best compared isomer or geometry (same formula, charge and spin), the calculation gives 5.2 kcal/mol. The molecular weight is 662.6 g mol⁻¹. Its spin multiplicity is 11.

Formally, the Löwdin partial charges of the atoms, in units of the elementary charge, are as follows:
1. Mn 1.15
2. Mn 1.14
3. N -0.58
4. O 0.12
5. O -0.07
6. O -0.07
7. O -0.43
8. H -0.03
9. C -0.06
10. C -0.25
11. N -0.26
12. C -0.21
13. C -0.05
14. C -0.27
15. C -0.08
16. H 0.09
17. H 0.07
18. H 0.08
19. H 0.10
20. H 0.08
21. H 0.12
22. H 0.12
23. H 0.08
24. H 0.07
25. H 0.09
26. H 0.13
27. H 0.11
28. H 0.09
29. H 0.07
30. H 0.08
31. O -0.35
32. S 0.74
33. O -0.23
34. O -0.27
35. C -0.27
36. C -0.04
37. C -0.06
38. H 0.12
39. H 0.13
40. H 0.08
41. H 0.06
42. H 0.09
43. H 0.08
44. H 0.06
45. H 0.05
46. O -0.26
47. S 0.77
48. O -0.38
49. O -0.27
50. C -0.25
51. C -0.05
52. C -0.06
53. H 0.12
54. H 0.10
55. H 0.09
56. H 0.08
57. H 0.07
58. H 0.09
59. H 0.08
60. H 0.08
61. O -0.39
62. S 0.72
63. O -0.26
64. O -0.26
65. C -0.24
66. C -0.06
67. C -0.06
68. H 0.12
69. H 0.12
70. H 0.08
71. H 0.09
72. H 0.08
73. H 0.03
74. H 0.09
75. H 0.08

=====

Look up the molecular weight of the second one.
179.0 g mol⁻¹